Entry 1:
H8KO4 as an isolated structure. Source: the Open Molecules 2025 dataset; level of theory: wB97M-V/def2-TZVPD.

Results
Highest occupied orbital energy, eV: -14.7
Energy relative to the best compared isomer or geometry (same formula, charge and spin), kcal/mol: 25.8
F_max, eV/A: 0.56
Frontier orbital gap, hartree: 0.406
Total charge: +1

```
13
Properties=species:S:1:pos:R:3:mulliken_charge:R:1
H -13.273 14.859 -23.309 0.32
O -8.952 13.180 -22.224 -0.62
O -12.995 14.979 -24.217 -0.63
H -8.921 13.414 -21.297 0.31
H -5.833 11.966 -26.402 0.32
O -6.342 12.279 -25.654 -0.63
H -6.266 16.923 -28.320 0.32
H -9.302 12.289 -22.235 0.33
H -5.712 12.761 -25.120 0.33
H -7.641 17.198 -27.748 0.32
O -7.029 16.487 -27.940 -0.63
H -13.710 14.611 -24.737 0.33
K -9.597 14.069 -25.798 0.93
```

Entry 2:
One molecule with the formula CH4FOP in a non-equilibrium geometry. Source: the Open Molecules 2025 dataset; level of theory: wB97M-V/def2-TZVPD.

Results
Highest occupied orbital energy, eV: -10.2
SMILES: OCPF
Energy relative to the best compared isomer or geometry (same formula, charge and spin), kcal/mol: 44.6
F_max, eV/A: 3.11
Frontier orbital gap, hartree: 0.399
Total charge: 0

```
8
Properties=species:S:1:pos:R:3:mulliken_charge:R:1
H 1.213 -0.605 -0.578 0.25
F -2.304 0.787 0.327 -0.32
O 0.656 1.427 -0.481 -0.51
H 0.935 -0.015 0.986 0.33
H -1.446 -1.210 0.479 0.01
C 0.441 0.066 0.011 -0.37
P -1.343 -0.324 -0.508 0.30
H 0.695 1.399 -1.464 0.32
```

Entry 3:
A 4-piece molecular cluster, C23H45FNO15P3 overall in a non-equilibrium geometry. Source: the Open Molecules 2025 dataset; level of theory: wB97M-V/def2-TZVPD.

Results
Highest occupied orbital energy, eV: -8.9
SMILES: CCCC1=C([C@H](C)F)C(=O)C(N(C)C(C)=O)=CC1=O.COP(=O)(OC)OC.COP(=O)(OC)OC.COP(=O)(OC)OC
Energy relative to the best compared isomer or geometry (same formula, charge and spin), kcal/mol: 0.0
F_max, eV/A: 8.08
Frontier orbital gap, hartree: 0.264
Total charge: 0

```
88
Properties=species:S:1:pos:R:3:mulliken_charge:R:1
O -1.022 -2.921 6.187 -0.66
O -1.217 -0.672 7.041 -0.30
O 1.019 -1.375 6.657 -0.27
O -7.274 0.226 0.134 -0.30
C 0.916 2.835 -2.097 -0.10
C -0.775 4.666 -5.920 -1.30
H -0.155 5.061 -6.737 0.36
C -2.473 -0.123 6.614 -0.75
H -4.659 -2.452 0.885 0.28
H 8.131 -1.609 0.429 0.32
O 7.145 -0.519 1.904 -0.31
C -0.096 3.100 -3.228 0.65
H -1.970 4.183 -3.654 0.22
H -6.919 -1.725 -3.358 0.31
P 5.686 -1.376 1.943 0.93
H 9.154 -0.604 1.479 0.24
C -8.697 0.023 0.172 -0.66
H -9.091 -0.140 -0.832 0.28
H -1.042 0.779 -2.439 -0.15
H 0.891 -0.879 8.656 0.26
C -5.904 -1.968 -3.042 -0.68
H -3.156 2.897 -1.676 0.33
H -5.722 -3.823 0.471 0.23
C -0.523 3.128 -5.693 -0.02
C 1.342 -1.534 -4.436 -0.77
P -0.395 -1.594 5.884 1.09
H 2.035 0.936 -1.488 0.43
O -6.673 -1.992 0.573 -0.34
O 2.821 -0.569 -6.030 -0.49
O 5.072 -0.314 3.011 -0.28
C 1.122 -1.016 3.777 -0.65
O -5.870 -2.233 -1.631 -0.28
C -1.474 3.613 -2.857 -1.22
H 8.470 -2.114 2.109 0.32
H 0.594 -0.956 -3.871 0.09
H 1.979 -0.677 4.363 0.27
H -1.344 4.258 -1.966 0.52
C 5.066 1.073 2.693 -0.68
C 0.352 2.868 -4.461 0.64
H 4.211 1.531 3.190 0.25
H 4.192 -1.348 -3.229 0.35
C 1.791 1.605 -2.317 -0.31
C 3.681 -0.442 -2.869 -1.27
H 1.795 -2.343 -3.836 0.29
H -5.232 -1.142 -3.286 0.26
H 0.465 -0.172 3.562 0.31
P -6.358 -0.953 -0.636 1.01
H 4.985 1.241 1.619 0.31
H 0.902 -2.000 -5.330 0.36
C 4.536 -3.082 3.635 -0.69
H -9.157 0.918 0.588 0.25
H -5.815 -3.082 2.074 0.24
H -3.056 2.130 -3.294 0.23
H -1.851 4.847 -6.083 0.34
H 5.976 1.541 3.071 0.27
H 0.468 -2.570 8.278 0.33
H 4.345 -2.336 4.409 0.31
C 1.127 -1.739 8.027 -0.69
C 1.788 2.372 -4.633 -0.15
C -1.773 1.260 -1.765 -0.66
H 3.765 -3.849 3.691 0.26
C 2.246 1.374 -3.543 0.65
H -2.327 0.541 5.762 0.32
H -0.037 2.765 -6.615 0.35
H 2.158 -2.033 8.219 0.24
O 5.246 -1.103 0.537 -0.47
C 2.442 -0.577 -4.921 0.42
H 2.841 -0.817 -2.235 0.42
C -5.653 -2.880 1.016 -0.59
H -3.162 -0.926 6.343 0.33
C -2.467 2.474 -2.429 -0.42
H 1.484 -1.429 2.837 0.26
O 1.012 3.550 -1.159 -0.55
O 4.476 -2.474 2.332 -0.30
H -1.224 1.603 -0.864 0.22
C 8.288 -1.262 1.453 -0.74
N 3.085 0.335 -3.971 0.15
H -2.494 0.507 -1.401 0.47
O 2.492 2.736 -5.505 -0.55
O -5.025 -0.282 -0.495 -0.56
H -8.945 -0.828 0.809 0.29
H -0.534 5.160 -4.963 0.36
H 5.508 -3.546 3.801 0.28
F -1.784 2.532 -5.562 -0.31
H -2.894 0.446 7.439 0.23
H 4.309 0.194 -2.232 0.44
O 0.408 -2.048 4.482 -0.31
H -5.575 -2.862 -3.565 0.24
```

Entry 4:
C19H33N3O6STi as an isolated structure. Source: the Open Molecules 2025 dataset; level of theory: wB97M-V/def2-TZVPD.

Results
Highest occupied orbital energy (alpha / beta), eV: -17.9 / -17.9
Energy relative to the best compared isomer or geometry (same formula, charge and spin), kcal/mol: 0.0
F_max, eV/A: 0.36
Multiplicity: 2
Frontier orbital gap (alpha / beta), hartree: 0.301 / 0.318
Total charge: +3

```
63
Properties=species:S:1:pos:R:3:mulliken_charge:R:1
H 3.272 -1.577 2.874 0.52
C -0.589 -1.748 2.470 -0.48
H -0.953 5.668 -0.717 0.48
H 3.245 0.850 2.292 0.70
C 0.209 3.168 1.370 -0.46
H 2.437 -3.287 -1.153 0.54
O 1.645 -2.010 1.638 -0.34
O 1.229 0.744 -1.654 -0.18
H -3.110 1.150 -2.730 0.53
H 0.773 2.031 -3.206 0.48
C 0.415 -2.630 -1.192 -0.08
C -1.587 0.464 2.606 -0.75
N -0.206 -3.785 -1.474 0.00
C 2.401 0.206 2.053 -0.80
C -1.693 -2.434 -0.661 -1.11
H 3.231 0.240 -1.744 0.38
H 2.221 -1.563 -0.878 -0.51
H -1.132 0.756 -3.954 0.57
H 3.513 -1.393 1.139 0.30
H -2.233 -4.493 -1.290 0.45
C -0.592 0.364 -3.092 -0.69
C -3.209 0.953 -0.590 -0.76
C 1.862 -2.411 -1.451 -0.70
C 2.611 1.090 -1.458 -1.00
C 2.758 1.456 -0.002 -0.85
O -2.280 0.408 0.372 0.41
H 2.516 2.502 0.182 0.27
H -1.791 0.166 3.634 0.62
H 0.242 -4.605 -1.861 0.26
O 1.838 0.629 0.759 0.23
S 0.103 4.853 1.336 -0.05
H -1.233 1.491 2.603 0.22
H -2.591 -1.980 -0.282 0.56
H 2.048 -2.237 -2.513 0.31
C 2.795 -1.246 1.947 -0.84
O -0.530 -0.346 2.042 -0.18
H -4.204 0.539 -0.425 0.56
H -1.178 -1.803 3.386 0.55
C -0.730 3.490 -0.608 -1.10
N -0.250 2.560 0.291 1.35
H -3.503 1.143 1.901 0.61
H -1.142 3.166 -1.550 0.45
H 3.779 1.266 0.323 0.72
H 1.195 -1.732 3.653 0.38
H -3.310 -0.623 1.843 0.29
O -1.252 0.767 -1.873 0.19
C -2.678 0.544 -1.934 -0.73
H -2.862 -0.511 -2.137 0.31
C -0.639 4.777 -0.196 -0.36
N -0.468 -1.769 -0.686 2.05
H -0.572 -0.726 -3.140 0.16
C -2.797 0.332 1.721 -0.81
H 0.762 -3.304 2.984 0.46
H 1.467 0.469 -3.707 0.48
H 0.650 2.646 2.207 0.18
C -1.537 -3.684 -1.151 -0.97
C 0.785 0.957 -3.010 -0.79
H 1.626 0.346 2.801 0.23
H 2.873 1.943 -2.086 0.61
C 0.804 -2.235 2.765 -0.85
Ti -0.137 0.302 -0.020 0.37
H -3.242 2.037 -0.469 0.40
H -1.077 -2.341 1.701 0.17
```

Entry 5:
C37H32ClFIKN9O as an isolated structure in a non-equilibrium geometry. Source: the Open Molecules 2025 dataset; level of theory: wB97M-V/def2-TZVPD.

Results
Highest occupied orbital energy, eV: -1.8
Energy relative to the best compared isomer or geometry (same formula, charge and spin), kcal/mol: 18.0
F_max, eV/A: 1.46
Frontier orbital gap, hartree: 0.139
Total charge: -1

```
83
Properties=species:S:1:pos:R:3:mulliken_charge:R:1
C 0.697 3.713 -3.823 -0.34
C -2.315 0.168 5.749 0.64
C -4.887 -1.530 -0.463 -0.91
C -1.463 1.246 5.792 -0.46
H -0.472 -5.600 1.610 0.23
C 4.454 2.682 1.219 -0.95
C 1.255 -4.475 1.022 0.64
C -0.957 -2.458 -5.398 -0.44
N 3.949 1.518 -2.952 0.08
H 0.187 -3.179 -0.319 -0.01
H 1.501 -2.682 -3.105 0.47
H -4.264 -3.290 -3.270 0.49
N 4.500 2.528 -0.148 0.01
F 2.750 4.950 -4.081 -0.45
C 3.520 1.786 1.653 -0.63
C -1.734 -2.337 -3.131 0.30
H 2.973 -4.858 2.348 0.40
H -3.826 -2.078 5.356 0.39
C -3.591 -1.068 -0.283 -0.32
C 1.746 4.424 -3.261 0.24
C -4.097 -2.658 -2.407 -0.84
N -2.576 -1.381 -1.076 0.29
H 0.981 4.143 0.014 0.30
H -2.165 -2.862 1.481 0.63
H -3.702 -3.522 3.339 0.43
H -1.442 1.873 6.673 0.42
H 0.640 3.615 -4.902 0.42
H -1.145 -2.440 -6.464 0.42
C 0.335 -2.584 -4.911 -0.67
C 0.509 -2.590 -3.537 -0.40
N 1.835 -2.370 0.529 -0.32
C -2.000 -2.334 -4.500 -0.93
C -3.165 -1.832 4.535 -0.81
C -0.257 3.146 -3.007 -0.85
H -2.092 2.291 -1.146 0.20
H 4.642 -2.626 2.318 0.38
C 2.738 -2.861 1.363 0.59
O 0.171 1.007 2.560 0.05
C 3.600 1.560 -0.481 -0.31
H 4.654 2.228 -3.027 0.21
C -1.503 -0.399 3.515 -0.56
H 5.061 3.405 1.733 0.43
C 0.408 -5.704 0.972 -1.27
H -1.158 2.931 0.324 0.35
H 2.676 5.148 -1.480 0.46
I 0.716 3.124 4.789 -0.07
C 1.852 4.569 -1.888 -0.37
K 0.497 0.156 0.432 1.00
H 1.182 -2.668 -5.577 0.39
N -1.473 -1.189 2.422 0.24
C 3.883 -2.020 1.826 -1.08
N -0.490 -2.478 -2.671 0.14
C -2.351 -0.683 4.629 0.14
H 3.165 1.602 2.655 0.47
C 3.283 1.130 -1.827 -0.10
H 1.535 -0.352 -3.997 0.40
H 0.063 -5.894 -0.046 0.31
H 3.615 1.144 -5.035 0.42
H -6.127 -2.756 -1.716 0.40
H 5.065 3.074 -0.770 0.17
C -1.192 2.744 -0.744 -1.87
C 0.912 3.996 -1.060 -0.64
C -2.229 -2.260 2.384 -0.34
C -0.634 1.513 4.715 -0.06
C -0.202 3.242 -1.571 1.38
C 3.309 0.954 -4.022 -0.97
C -2.825 -2.143 -2.152 0.58
N 0.941 -3.352 0.350 0.53
C -3.098 -2.627 3.424 -1.19
C -0.594 0.751 3.519 -0.02
C 2.287 0.226 -3.487 -0.17
H -3.344 -0.420 0.551 0.53
H -5.678 -1.253 0.220 0.44
N 2.288 0.329 -2.127 0.35
Cl -3.350 -0.145 7.130 -0.32
H 3.532 -1.257 2.524 0.12
H -1.094 2.616 -3.451 0.28
H -3.014 -2.198 -4.851 0.44
C -5.133 -2.362 -1.542 -0.44
H 0.975 -6.567 1.314 0.36
N 3.007 1.097 0.593 0.45
H 4.327 -1.497 0.979 0.18
C 2.428 -4.199 1.691 -1.11
```

Entry 6:
C12H22F3O6RuS5 as an isolated structure in a non-equilibrium geometry. Source: the Open Molecules 2025 dataset; level of theory: wB97M-V/def2-TZVPD.

Results
Highest occupied orbital energy (alpha / beta), eV: -8.4 / -8.1
Energy relative to the best compared isomer or geometry (same formula, charge and spin), kcal/mol: 46.4
F_max, eV/A: 1.89
Multiplicity: 2
Frontier orbital gap (alpha / beta), hartree: 0.290 / 0.283
Total charge: 0

```
49
Properties=species:S:1:pos:R:3:mulliken_charge:R:1
Ru -0.023 -0.533 -0.774 0.87
C -1.073 0.868 3.057 -0.49
C -2.471 2.398 0.115 -1.02
H -1.135 4.052 -0.172 0.51
H -3.207 3.032 0.614 0.62
H 3.689 -1.840 -2.856 0.32
C 0.092 -3.433 -0.348 -0.89
H 3.532 -0.441 2.385 0.59
S 0.210 2.165 -0.692 0.06
H 3.223 1.761 -0.722 0.44
O 0.699 -2.163 -0.116 -0.33
H 1.162 2.302 1.483 -0.17
O 1.939 0.326 -2.211 -0.64
C 2.790 1.564 0.257 -1.13
H 2.393 -2.971 -3.356 0.35
H 1.554 0.977 2.977 0.34
F -4.075 -2.567 -2.071 -0.25
S 2.479 -0.211 0.262 0.31
S -2.621 0.724 0.752 0.28
H 3.540 1.792 1.017 0.59
C -2.378 -0.916 -1.809 0.57
H -3.007 1.829 2.855 0.43
C 2.654 -2.141 -2.698 -0.84
S 1.643 -0.779 -3.133 1.19
C 2.543 -0.678 1.988 -1.04
H 2.462 -2.404 -1.659 0.19
H -1.091 0.730 4.140 0.51
S -0.182 -0.488 2.268 0.20
O -1.779 -1.703 -1.024 -0.56
H 1.864 3.490 0.380 0.50
C 1.567 2.445 0.482 -0.28
C 1.466 -0.106 2.896 -0.81
F -4.655 -0.488 -2.224 -0.24
H 2.455 -1.765 1.935 0.35
H -3.074 0.071 2.927 0.41
H -0.825 -3.586 0.220 0.24
O 0.227 -1.201 -2.752 -0.53
C -2.508 0.914 2.529 -1.06
H -0.534 1.793 2.844 0.11
O 1.935 -0.420 -4.486 -0.64
H -2.760 2.301 -0.931 0.38
C -1.091 3.038 0.228 -0.61
H 1.585 -0.524 3.897 0.50
H -0.123 -3.605 -1.404 0.25
F -3.502 -1.412 -3.811 -0.24
H -0.785 3.106 1.271 0.32
C -3.678 -1.365 -2.488 0.72
H 0.833 -4.167 -0.024 0.26
O -1.958 0.229 -2.019 -0.61
```